DFT (ωB97M-V with the def2-TZVPD basis set) results for an isolated ion of composition C4H5N4S and charge -1.

Last column: Löwdin charge in e.
Positions of all 14 atoms, in Å:
C -1.614 -0.466 1.169  -0.031
C -1.295 -0.794 -0.081  -0.244
C -0.554 0.061 -1.076  -0.169
N 0.636 0.598 -0.431  -0.177
N 1.133 1.861 -0.640  -0.023
N 2.223 1.871 0.007  -0.159
N 2.520 0.761 0.622  -0.042
C 1.549 -0.127 0.250  -0.934
S 1.407 -1.750 0.659  0.417
H -2.032 -1.150 1.833  0.032
H -1.217 0.452 1.508  0.049
H -1.551 -1.780 -0.353  0.064
H -0.150 -0.466 -1.921  0.099
H -1.057 0.929 -1.546  0.118

Calculated total energy (Eh): -772.6248
HOMO level (eV): -3.37
Kohn-Sham gap (eV): 7.07
Charge: -1
Structure (SMILES): C=CCn1nnnc1[S-]


DFT (ωB97M-V with the def2-TZVPD basis set) results for C4H5NO as an isolated structure.

Last column: Löwdin charge in e.
Positions of all 11 atoms, in Å:
C -1.383 0.420 0.101  -0.078
C -0.883 -0.848 0.334  -0.200
O -0.870 -1.994 0.522  0.181
C 1.579 -0.477 0.133  -0.051
C 1.313 0.650 -0.561  -0.331
N 0.711 1.549 -1.073  0.093
H -2.328 0.396 -0.439  0.098
H -0.432 1.136 -0.669  0.053
H -1.383 1.046 0.994  0.107
H 1.802 -1.389 -0.413  0.065
H 1.959 -0.397 1.148  0.062

Calculated total energy (Eh): -285.2839
HOMO level (eV): -8.57
Kohn-Sham gap (eV): 9.04


F_max values (in eV/A) by entry order: 2.48 1.02.
LUMO level values (in eV) by entry order: 3.704 0.467.
Energy relative to the best compared isomer or geometry (same formula, charge and spin) values (in eV) by entry order: 0.000 3.555.